Record 1
DFT (ωB97M-V/def2-TZVPD) results for a cluster of 10 separate species, C5H31NO12 in total at a distorted geometry.

```
49
Properties=species:S:1:pos:R:3:lowdin_charge:R:1
C -3.040 -1.114 0.118 -0.497
N -2.583 0.179 0.670 0.067
C -1.012 2.328 -1.021 -0.080
C -0.403 1.010 -0.491 -0.229
C -1.087 0.460 0.705 -0.289
C -0.341 -0.853 1.193 -0.163
O 0.482 -0.455 2.332 -0.176
O -1.990 -1.825 -0.366 0.023
H -3.497 -1.751 0.889 0.154
H -3.131 1.034 0.536 0.111
H -1.883 2.644 -0.284 0.103
H -0.290 3.125 -0.950 0.045
H -1.437 2.375 -2.045 0.070
H -0.400 0.251 -1.339 0.091
H 0.631 1.140 -0.153 0.119
H -0.831 1.093 1.588 0.129
H -0.945 -1.394 1.864 0.065
H 0.359 -1.320 0.506 0.128
H 1.273 -1.069 2.568 0.046
H 2.670 1.417 3.192 0.004
H 4.004 1.748 2.546 0.012
O 3.570 1.073 3.042 -0.053
H 3.785 2.794 -1.254 0.046
H 2.393 2.921 -1.862 0.025
O 3.219 2.455 -1.949 -0.037
H -1.573 -1.459 -1.153 0.092
H 2.911 -1.807 -0.557 0.030
O 2.891 -1.519 -1.479 -0.066
H 2.885 -0.558 -1.370 0.013
H -4.022 -0.483 -1.670 0.072
O -4.005 -0.972 -0.872 0.032
H 0.475 0.497 -3.058 -0.005
H 1.929 1.089 -3.224 0.047
O 1.394 0.347 -2.900 -0.049
H -2.080 -0.014 -4.559 0.039
H -1.623 -1.153 -3.638 0.050
O -1.895 -0.202 -3.647 -0.050
H -2.879 -0.904 3.034 0.035
H -1.399 -1.520 3.413 -0.021
O -2.317 -1.503 3.533 -0.031
H 0.685 -1.758 -3.648 -0.002
H 1.077 -3.218 -3.765 0.063
O 0.306 -2.617 -3.882 -0.074
H 1.582 -2.843 3.074 0.088
H 2.564 -1.907 3.759 0.064
O 2.313 -2.221 2.898 -0.007
H 0.018 2.829 3.355 0.016
H 0.501 1.377 3.012 -0.012
O 0.745 2.252 3.311 -0.035
```

The calculation puts the orbital gap at 9.2 eV. The LUMO energy is 0.070 eV. For the highest occupied orbital energy, the calculation gives -0.33543 Ha. Its energy is -31745.860 eV. For the energy above the lowest of the compared OMol25 structures with the same formula, charge and spin, the calculation gives 569.8 kJ/mol.

***

Record 2
DFT (ωB97M-V/def2-TZVPD) results for a structure of composition C59H39F4KN6O3P2Si at a distorted geometry.

```
115
Properties=species:S:1:pos:R:3:lowdin_charge:R:1
K -0.754 1.980 -1.192 0.817
C -0.727 -1.311 3.852 -0.138
Si 0.151 -1.215 2.197 0.550
C 0.794 -2.972 1.848 -0.235
C 1.588 -3.399 2.923 -0.108
C 2.251 -4.616 2.928 -0.082
C 2.125 -5.459 1.835 -0.089
C 1.342 -5.066 0.764 -0.086
C 0.682 -3.839 0.755 -0.370
P -0.172 -3.247 -0.750 1.128
C -1.910 -3.714 -0.429 -0.360
C -2.780 -3.825 -1.511 -0.121
C -4.138 -4.017 -1.313 -0.089
C -4.652 -4.094 -0.026 -0.102
C -3.794 -3.990 1.058 -0.086
C -2.434 -3.807 0.857 -0.081
C 0.340 -4.513 -1.967 -0.384
C 1.439 -4.165 -2.751 -0.093
C 1.950 -5.051 -3.691 -0.083
C 1.354 -6.290 -3.870 -0.102
C 0.252 -6.644 -3.101 -0.094
C -0.245 -5.763 -2.152 -0.107
C 1.776 -0.280 2.376 -0.246
C 2.210 -0.059 3.684 -0.096
C 3.496 0.393 3.961 -0.075
C 4.388 0.590 2.926 -0.076
C 3.976 0.377 1.617 -0.099
C 2.681 -0.023 1.327 -0.371
P 2.051 -0.190 -0.395 1.121
C 2.534 1.353 -1.293 -0.392
C 1.946 1.487 -2.550 -0.182
C 2.245 2.561 -3.379 -0.079
C 3.117 3.544 -2.938 -0.077
C 3.684 3.438 -1.674 -0.072
C 3.399 2.353 -0.860 -0.078
C 3.319 -1.362 -1.074 -0.348
C 3.912 -1.236 -2.325 -0.092
C 4.718 -2.244 -2.843 -0.103
C 4.947 -3.405 -2.121 -0.115
C 4.359 -3.546 -0.869 -0.090
C 3.559 -2.539 -0.357 -0.106
H -0.409 -2.187 4.419 0.034
H -0.597 -0.429 4.476 0.033
H -1.797 -1.405 3.653 0.046
H 1.729 -2.746 3.777 0.091
H 2.869 -4.893 3.773 0.099
H 2.635 -6.414 1.809 0.098
H 1.264 -5.721 -0.097 0.095
H -2.399 -3.730 -2.520 0.100
H -4.796 -4.080 -2.170 0.099
H -5.716 -4.225 0.130 0.094
H -4.181 -4.041 2.069 0.098
H -1.781 -3.729 1.718 0.093
H 1.904 -3.193 -2.617 0.084
H 2.810 -4.763 -4.283 0.098
H 1.744 -6.978 -4.609 0.093
H -0.218 -7.609 -3.239 0.095
H -1.103 -6.046 -1.553 0.107
H 1.537 -0.225 4.512 0.088
H 3.788 0.590 4.985 0.101
H 5.397 0.925 3.128 0.100
H 4.680 0.528 0.806 0.105
H 1.245 0.725 -2.878 0.095
H 1.766 2.647 -4.346 0.105
H 3.323 4.410 -3.551 0.107
H 4.323 4.229 -1.304 0.111
H 3.814 2.320 0.138 0.093
H 3.758 -0.337 -2.911 0.094
H 5.171 -2.112 -3.818 0.096
H 5.572 -4.190 -2.526 0.093
H 4.514 -4.447 -0.288 0.099
H 3.107 -2.679 0.619 0.089
O -0.986 -0.710 1.086 -0.141
C -1.891 0.310 1.197 -0.277
C -1.901 1.123 2.329 -0.050
C -2.828 2.137 2.476 -0.056
C -3.782 2.352 1.490 -0.065
C -3.752 1.583 0.345 -0.029
C -2.805 0.566 0.159 -0.122
C -2.726 -0.064 -1.178 -0.339
N -1.628 -0.504 -1.757 0.044
C -1.993 -0.850 -3.033 -0.160
C -3.313 -0.578 -3.233 -0.095
N -3.780 -0.104 -2.037 0.121
H -1.137 1.019 3.085 0.082
H -2.759 2.771 3.350 0.104
H -4.506 3.150 1.581 0.104
H -4.423 1.825 -0.470 0.092
H -1.279 -1.258 -3.731 0.097
H -3.946 -0.654 -4.098 0.108
H -4.588 0.506 -1.964 0.124
O -4.694 2.493 -2.675 -0.111
C -3.544 2.865 -2.977 -0.588
O -2.535 2.924 -2.237 -0.245
H -3.383 3.156 -4.046 0.110
F 1.081 4.576 -0.494 0.061
C 1.241 5.572 0.420 -0.147
C 1.659 6.797 -0.061 -0.159
F 1.829 6.890 -1.399 0.072
C 1.892 7.912 0.754 -0.079
C 1.622 7.647 2.101 -0.159
C 1.199 6.420 2.576 -0.161
F 1.018 6.303 3.913 0.073
C 1.002 5.304 1.768 -0.072
C 0.629 3.982 2.273 -0.175
C 0.654 2.858 1.453 -0.189
N 0.635 1.888 0.812 0.043
C 0.266 3.672 3.599 -0.271
N -0.054 3.297 4.649 0.103
F 1.813 8.614 3.028 0.072
C 2.368 9.192 0.257 -0.231
C 2.356 10.367 1.037 -0.293
N 2.364 11.362 1.630 0.076
C 2.937 9.339 -1.025 -0.294
N 3.433 9.495 -2.061 0.076
```

The calculation puts the orbital gap at 4.8 eV. The LUMO energy is 3.280 eV. For the highest occupied orbital energy, the calculation gives -0.05763 Ha. As for the total charge: -2. Its energy is -130554.595 eV. For the energy above the lowest of the compared OMol25 structures with the same formula, charge and spin, the calculation gives 12.7 kJ/mol.

***

Record 3
DFT (ωB97M-V/def2-TZVPD) results for a cluster of 2 separate species, C2H3F2N3O5 in total at a distorted geometry.

```
15
Properties=species:S:1:pos:R:3:lowdin_charge:R:1
C -0.036 0.223 -0.109 -0.213
C -0.510 -1.233 -0.158 -0.032
N 1.267 -2.688 -0.006 0.105
N -0.941 -1.871 -1.422 -0.376
N -1.160 -1.695 1.072 -0.339
O -2.000 -2.446 -1.395 0.135
O -1.419 -2.863 1.123 0.133
O -0.171 -1.678 -2.306 0.124
O -1.314 -0.886 1.957 0.101
O 0.135 0.862 1.091 -0.001
F 2.178 -1.869 -0.546 0.011
F 1.490 -2.742 1.330 0.007
H 0.860 0.463 -0.739 0.142
H -0.780 0.748 -0.896 0.181
H -0.443 0.431 1.697 0.020
```

The calculation puts the orbital gap (spin up / spin down) at 8.4 / 8.4 eV. The LUMO energy (spin up / spin down) is -2.750 / -1.882 eV. For the highest occupied orbital energy (spin up / spin down), the calculation gives -0.40845 / -0.37885 Ha. Its energy is -22252.256 eV. For the energy above the lowest of the compared OMol25 structures with the same formula, charge and spin, the calculation gives 271.7 kJ/mol.